[1]
A structure of composition C58H55N4OP3Ru, computed with the ωB97M-V functional and the def2-TZVPD basis.

Summary:
**Total charge**: +1
**Multiplicity**: 2
**Frontier orbital gap (spin up / spin down)**: 6.45 / 5.92 eV

Positions of all 122 atoms, in Å:
Ru1 0.38 0.38 0.13
P1 2.34 1.77 -0.28
P2 -0.88 -2.89 -1.08
P3 -1.31 -1.05 1.13
O1 1.24 -3.72 1.21
N1 -0.50 0.38 -2.01
N2 1.94 -1.38 -2.29
N3 -0.79 2.09 0.71
N4 -1.36 -2.68 0.58
C1 3.55 2.56 -4.66
C2 2.55 3.36 0.56
C3 -2.87 3.43 -2.06
C4 0.31 -1.75 4.82
C5 -2.18 4.59 -2.40
C6 1.69 -0.42 0.82
C7 -1.94 3.53 2.32
C8 2.80 -5.64 -1.43
C9 0.47 -4.12 -1.06
C10 3.91 1.39 -2.59
C11 0.14 -1.51 3.47
C12 -3.01 -3.18 -2.80
C13 -2.06 -1.57 5.14
C14 4.24 1.61 -3.92
C15 -2.49 -5.19 -1.61
C16 -3.78 -0.94 -0.13
C17 3.65 0.75 0.47
C18 -0.86 2.06 4.40
C19 -4.05 -3.83 -3.46
C20 3.92 -1.34 1.72
C21 -3.52 -5.85 -2.27
C22 5.81 0.09 1.25
C23 -2.14 -3.72 1.26
C24 2.54 -5.04 -0.21
C25 -4.83 1.05 1.48
C26 -1.07 2.46 2.01
C27 5.01 1.00 0.59
C28 -2.43 2.62 -1.03
C29 3.12 -0.42 1.06
C30 -5.57 0.57 0.41
C31 2.07 3.45 1.87
C32 -0.79 -1.77 5.66
C33 2.19 3.06 -2.73
C34 -0.51 1.77 3.10
C35 -3.02 -0.45 0.94
C36 2.88 2.10 -1.99
C37 -2.23 -1.33 3.78
C38 -1.27 2.94 -0.32
C39 2.53 3.29 -4.06
C40 -0.59 4.12 -0.64
C41 -1.12 -1.29 2.93
C42 -3.57 0.55 1.75
C43 1.90 -5.49 -2.47
C44 -2.23 -3.85 -1.86
C45 -5.04 -0.43 -0.39
C46 5.27 -1.07 1.81
C47 2.81 5.73 2.00
C48 3.19 4.46 -0.01
C49 -1.05 4.93 -1.68
C50 2.20 4.64 2.58
C51 0.28 0.17 -3.25
C52 1.39 -4.28 -0.02
C53 3.32 5.64 0.71
C54 0.75 -4.75 -2.28
C55 -4.31 -5.16 -3.19
C56 0.97 -1.18 -3.36
C57 -1.77 3.07 4.69
C58 -2.28 3.81 3.63
H1 3.70 -6.23 -1.56
H2 5.93 -1.77 2.31
H3 -5.62 -0.83 -1.22
H4 -2.96 4.63 3.83
H5 -5.23 1.83 2.12
H6 -1.27 -0.29 -1.99
H7 3.81 2.74 -5.69
H8 -1.87 -5.74 -0.92
H9 2.79 -0.88 -2.49
H10 -0.93 1.30 -2.08
H11 1.30 -1.91 5.22
H12 -2.81 -2.14 -3.03
H13 -3.23 -1.19 3.39
H14 -3.16 -3.78 0.87
H15 1.59 2.61 2.33
H16 0.27 4.40 -0.06
H17 -0.38 0.29 -4.11
H18 0.23 1.00 2.89
H19 -2.04 3.30 5.71
H20 -3.39 -1.74 -0.74
H21 1.03 0.96 -3.31
H22 1.41 -1.23 -4.36
H23 -6.55 0.97 0.20
H24 -2.53 5.22 -3.20
H25 -4.64 -3.30 -4.19
H26 0.22 -1.97 -3.31
H27 3.82 6.49 0.26
H28 5.05 1.05 -4.38
H29 -2.17 -3.54 2.33
H30 0.37 -3.30 1.25
H31 -2.37 4.12 1.52
H32 6.87 0.28 1.35
H33 -2.97 1.73 -0.76
H34 1.80 4.70 3.59
H35 -0.42 1.48 5.20
H36 1.98 4.03 -4.63
H37 -3.71 -6.89 -2.06
H38 2.17 -2.36 -2.17
H39 -1.65 -4.69 1.10
H40 1.01 -1.48 2.82
H41 -3.77 3.16 -2.60
H42 2.90 6.66 2.55
H43 -2.93 -1.59 5.79
H44 5.43 1.91 0.17
H45 2.08 -5.97 -3.43
H46 0.05 -4.64 -3.10
H47 -5.11 -5.68 -3.70
H48 -0.66 -1.95 6.72
H49 1.37 3.61 -2.29
H50 3.60 4.40 -1.01
H51 4.47 0.65 -2.03
H52 -3.01 0.93 2.59
H53 3.49 -2.24 2.13
H54 -0.51 5.85 -1.91
H55 3.22 -5.15 0.63

These are the Löwdin partial charges, in e, on atoms 1 to 6: atom 1 (Ru): 0.991, atom 2 (P): 1.080, atom 3 (P): 1.033, atom 4 (P): 0.962, atom 5 (O): 0.019, atom 6 (N): -0.039

[2]
A structure of composition C58H56GeN4O4P2Pt in a non-equilibrium geometry, computed with the ωB97M-V functional and the def2-TZVPD basis.

Summary:
**ΔE to the lowest compared entry with this formula, charge and spin**: 245.9 kJ/mol
**Total charge**: +1
**Multiplicity**: 2
**Frontier orbital gap (spin up / spin down)**: 6.19 / 6.20 eV

Positions of all 126 atoms, in Å:
Pt1 -0.23 0.08 0.29
Ge1 2.35 -0.13 -0.07
P1 -2.20 1.25 -0.47
P2 -1.53 -1.86 -0.49
O1 0.77 -1.10 -8.09
O2 -1.05 2.01 -2.20
O3 0.56 0.50 -2.06
O4 0.73 -2.11 -6.20
N1 0.14 -0.56 2.43
N2 0.81 1.55 2.90
N3 0.64 -1.12 -6.89
N4 0.43 0.10 4.67
C1 -2.13 3.89 0.20
C2 -0.17 -1.92 2.81
C3 0.01 1.34 -4.19
C4 -0.09 2.48 -6.30
C5 0.19 1.29 -6.96
C6 5.08 -1.83 -3.62
C7 3.10 4.56 -0.73
C8 3.33 -0.63 1.62
C9 4.09 -0.89 -3.87
C10 -3.93 -2.44 0.89
C11 -2.05 -1.07 -2.08
C12 1.81 4.11 -0.48
C13 -0.15 1.30 -2.70
C14 0.37 0.13 -6.22
C15 1.08 2.70 3.73
C16 -4.72 -4.31 -1.00
C17 -5.24 0.77 2.99
C18 0.11 -1.22 5.18
C19 4.81 -1.30 3.88
C20 -2.45 5.23 0.12
C21 4.48 -1.82 -1.29
C22 -0.39 -4.26 0.12
C23 -2.74 2.98 -0.65
C24 -4.78 1.05 0.66
C25 -3.49 -3.70 -1.11
C26 0.56 1.19 5.61
C27 0.49 -2.26 4.15
C28 0.60 -5.22 0.11
C29 -0.35 -3.20 -0.78
C30 -2.94 0.14 -1.76
C31 -3.88 0.72 3.26
C32 0.45 0.33 3.34
C33 -3.41 0.96 0.91
C34 5.28 -2.28 -2.32
C35 -0.21 2.50 -4.92
C36 2.62 1.85 -0.30
C37 -5.56 -4.00 0.06
C38 4.65 0.03 3.52
C39 -5.17 -3.06 1.00
C40 -3.09 -2.75 -0.17
C41 0.69 -3.12 -1.70
C42 3.48 -1.96 1.99
C43 -3.70 3.40 -1.55
C44 4.14 3.65 -0.77
C45 -5.69 0.95 1.69
C46 -4.04 4.74 -1.60
C47 1.57 2.21 5.09
C48 1.58 2.77 -0.26
C49 0.31 0.15 -4.84
C50 -3.41 5.66 -0.78
C51 3.91 0.36 2.40
C52 -2.97 0.82 2.22
C53 4.23 -2.29 3.11
C54 1.63 -5.14 -0.81
C55 1.66 -4.10 -1.73
C56 3.90 2.30 -0.57
C57 3.30 -0.43 -2.83
C58 3.47 -0.89 -1.53
H1 -4.18 2.68 -2.20
H2 2.41 -5.89 -0.81
H3 -3.67 6.70 -0.85
H4 0.19 -3.26 4.46
H5 -5.82 -2.81 1.82
H6 1.84 3.32 3.25
H7 -1.97 5.95 0.77
H8 1.65 3.04 5.79
H9 0.23 -2.58 2.03
H10 -6.52 -4.48 0.15
H11 5.39 -1.56 4.75
H12 -1.90 0.80 2.40
H13 3.03 -2.74 1.39
H14 0.27 1.24 -8.03
H15 -5.95 0.68 3.80
H16 -3.54 0.60 4.28
H17 -5.04 -5.04 -1.74
H18 -1.16 -0.79 -2.62
H19 -2.61 -1.79 -2.68
H20 0.58 -6.02 0.84
H21 0.98 4.81 -0.46
H22 2.54 1.73 4.97
H23 -0.96 -1.29 5.43
H24 0.48 -0.76 -4.28
H25 4.72 1.59 -0.61
H26 5.11 0.81 4.11
H27 3.29 5.61 -0.89
H28 -3.11 0.72 -2.67
H29 0.56 2.42 -0.09
H30 3.93 -0.52 -4.87
H31 0.17 3.30 3.86
H32 6.05 -3.01 -2.12
H33 2.45 -4.05 -2.46
H34 -1.26 -2.06 2.86
H35 -3.89 -0.22 -1.37
H36 0.84 1.67 1.89
H37 0.68 -1.37 6.10
H38 -4.81 5.06 -2.29
H39 -0.42 1.68 5.76
H40 -5.13 1.22 -0.35
H41 0.88 0.79 6.57
H42 2.53 0.30 -3.03
H43 4.36 -3.33 3.37
H44 5.69 -2.21 -4.42
H45 1.57 -2.25 4.03
H46 -3.62 -1.69 1.61
H47 -2.83 -3.96 -1.93
H48 -0.23 3.39 -6.87
H49 4.66 -2.17 -0.28
H50 -1.20 -4.32 0.84
H51 -1.40 3.54 0.92
H52 0.74 -2.29 -2.39
H53 5.15 3.99 -0.96
H54 -6.74 1.01 1.48
H55 -0.47 3.41 -4.40
H56 3.80 1.40 2.11

These are the Löwdin partial charges, in e, on atoms 1 to 6: atom 1 (Pt): 0.707, atom 2 (Ge): 1.058, atom 3 (P): 0.925, atom 4 (P): 0.999, atom 5 (O): 0.099, atom 6 (O): -0.092

[3]
A structure of composition C58H60Br2GeN8O8PSeZr in a non-equilibrium geometry, computed with the ωB97M-V functional and the def2-TZVPD basis.

Summary:
**Total charge**: +1
**Multiplicity**: 1
**Frontier orbital gap**: 6.73 eV

Positions of all 140 atoms, in Å:
Zr1 0.82 -1.11 -0.16
Br1 -3.66 -1.35 -6.21
Br2 -3.64 -3.15 -0.89
Se1 -2.31 -0.43 1.74
Ge1 -4.16 -1.42 4.51
P1 1.39 0.33 2.36
O1 4.93 5.45 -3.32
O2 8.28 0.78 -0.99
O3 -4.18 3.94 -0.59
O4 2.96 4.97 -2.58
O5 3.62 0.11 0.85
O6 -0.99 -1.66 -0.79
O7 8.65 2.64 -2.03
O8 2.20 0.22 -0.86
N1 0.35 -0.42 -2.84
N2 1.47 -2.82 -1.81
N3 -4.94 2.34 -1.98
N4 0.26 -2.76 1.42
N5 4.15 4.75 -2.71
N6 2.55 -2.27 0.42
N7 -0.70 1.17 -0.69
N8 7.92 1.82 -1.52
C1 4.25 1.48 -0.93
C2 -4.78 1.17 -2.83
C3 0.93 4.36 1.72
C4 -3.54 0.21 5.45
C5 3.55 -3.76 3.70
C6 2.82 -2.69 -1.85
C7 3.72 -3.15 2.44
C8 -3.96 2.97 -1.32
C9 5.61 1.21 -0.93
C10 2.89 -3.32 -4.17
C11 5.59 -2.52 -1.74
C12 3.06 2.63 2.12
C13 2.62 -2.78 1.69
C14 -6.93 2.64 -0.49
C15 0.99 0.15 -3.84
C16 -2.79 -1.43 -4.52
C17 -3.36 -2.16 -3.53
C18 1.18 -3.85 3.39
C19 -0.88 -0.06 -5.33
C20 2.32 -4.12 4.17
C21 -2.76 -2.20 -2.27
C22 -3.29 -2.99 5.32
C23 5.00 -2.80 -2.94
C24 -0.91 -0.88 -3.06
C25 -1.55 -1.58 -1.98
C26 -5.46 -0.05 -2.20
C27 2.22 4.86 1.71
C28 6.03 3.28 -2.12
C29 -0.91 -3.31 1.69
C30 -1.62 3.59 -1.73
C31 0.87 -3.28 -2.89
C32 -0.10 -4.38 3.66
C33 -3.16 1.31 2.04
C34 1.32 -3.09 2.21
C35 0.38 0.39 -5.09
C36 2.43 0.56 -3.70
C37 3.78 2.66 -1.49
C38 4.68 3.54 -2.08
C39 -2.00 1.36 -0.96
C40 6.48 2.11 -1.52
C41 -2.51 2.56 -1.43
C42 1.77 2.12 2.11
C43 0.71 3.01 1.89
C44 -0.28 3.39 -1.51
C45 0.16 0.58 3.73
C46 3.46 -2.41 -0.59
C47 -3.83 -1.40 2.53
C48 3.31 0.52 -0.25
C49 1.54 -3.52 -4.10
C50 -6.29 2.90 -1.85
C51 2.73 -0.17 3.53
C52 3.29 3.99 1.91
C53 0.13 2.19 -0.95
C54 -1.12 -4.16 2.78
C55 -1.55 -0.78 -4.32
C56 4.84 -2.35 -0.56
C57 -6.11 -1.60 4.74
C58 3.59 -2.93 -3.01
H1 -6.51 0.15 -2.00
H2 0.44 4.17 -1.71
H3 0.98 -3.87 -4.95
H4 -2.21 -2.97 5.20
H5 -2.09 -4.62 2.91
H6 -7.04 1.58 -0.29
H7 -0.31 2.63 1.88
H8 -3.34 1.44 3.11
H9 -4.16 1.07 5.19
H10 3.44 -3.47 -5.09
H11 0.09 5.03 1.58
H12 0.94 0.91 -5.86
H13 -3.63 0.05 6.52
H14 6.67 -2.43 -1.68
H15 6.72 3.96 -2.59
H16 -4.97 -0.32 -1.26
H17 -6.90 2.47 -2.65
H18 2.36 -1.01 4.12
H19 -0.14 -0.39 4.12
H20 -6.32 3.09 0.29
H21 -6.22 3.97 -2.01
H22 -0.19 -3.50 -2.81
H23 -6.32 -1.75 5.80
H24 5.59 -2.96 -3.83
H25 4.30 4.36 1.90
H26 2.97 -0.14 -3.06
H27 4.72 -2.98 2.08
H28 -3.51 -3.01 6.39
H29 -4.11 1.32 1.51
H30 -4.27 -2.72 -3.70
H31 -0.24 -5.00 4.54
H32 -5.24 1.37 -3.80
H33 -2.00 4.54 -2.08
H34 -1.35 0.09 -6.29
H35 5.99 0.30 -0.48
H36 -6.49 -2.46 4.19
H37 -1.71 -3.09 1.00
H38 -3.67 -3.91 4.89
H39 -4.71 -0.97 2.04
H40 -5.40 -0.90 -2.88
H41 2.74 2.93 -1.45
H42 2.48 1.55 -3.26
H43 5.36 -2.15 0.36
H44 2.20 -4.64 5.11
H45 1.15 2.04 -0.67
H46 -3.74 -2.43 2.19
H47 4.44 -3.99 4.28
H48 -7.91 3.11 -0.47
H49 2.93 0.67 4.20
H50 -3.72 0.98 -2.99
H51 -2.50 0.44 5.22
H52 -2.66 0.54 -0.73
H53 2.90 0.60 -4.68
H54 -0.73 1.11 3.39
H55 2.41 5.91 1.58
H56 3.64 -0.46 3.03
H57 3.90 1.97 2.29
H58 -6.63 -0.71 4.41
H59 0.63 1.16 4.52
H60 -2.53 2.11 1.67

These are the Löwdin partial charges, in e, on atoms 1 to 6: atom 1 (Zr): 1.815, atom 2 (Br): 0.809, atom 3 (Br): 0.876, atom 4 (Se): 0.897, atom 5 (Ge): 0.798, atom 6 (P): 0.947